Formula: C51H44BrClN3O8PSTi
Source: the Open Molecules 2025 dataset
Level of theory: ωB97M-V/def2-TZVPD

Calculated values
2S+1: 1
molar mass: 1053.2 g mol⁻¹
HOMO (spin up / spin down): -0.035 / -0.035 Ha
total charge: -2
ΔE to the lowest compared entry with this formula, charge and spin: 1.2688 eV
E_tot: -7359.4688 hartree
LUMO level (spin up / spin down): 3.9 / 3.9 eV

XYZ file:
```
111
Properties=species:S:1:pos:R:3:forces:R:3:mulliken_charge:R:1
Ti 0.69563 -1.01887 -1.01159 -4.3 -2.0 -1.8 0.03
O 2.09568 0.09284 -0.61029 2.1 1.6 0.7 1.00
C 3.31683 -0.03611 -0.20813 0.2 -0.3 0.0 0.12
C 4.09724 1.09718 0.10035 0.0 0.2 0.0 -0.05
C 5.43174 0.97958 0.41258 0.0 -0.2 0.0 -0.93
C 6.04387 -0.27939 0.46865 0.1 0.1 0.1 -0.88
C 5.27782 -1.40156 0.23431 0.1 -0.1 0.0 -0.78
C 3.92186 -1.31710 -0.09054 -0.1 0.0 0.1 0.77
C 3.18996 -2.55106 -0.36237 0.9 0.1 0.3 -0.91
N 1.96915 -2.64746 -0.65402 0.0 -0.7 -0.2 1.09
C 1.48902 -3.92706 -1.17929 -0.4 -0.2 0.2 -1.21
C -0.04990 -3.92836 -1.21862 -0.3 0.4 0.3 -0.63
N -0.64220 -2.59057 -1.21751 1.1 -0.4 -0.3 -0.50
C -0.87723 -1.91491 -2.40294 0.5 0.9 0.5 -0.56
C -0.21929 -2.33521 -3.66093 -0.2 0.0 0.2 0.76
C -0.81697 -2.96794 -4.74047 0.1 0.0 0.0 -0.59
C -0.05995 -3.39629 -5.83578 -0.1 0.0 0.0 -0.63
C 1.31343 -3.18455 -5.83604 0.0 0.0 0.1 -0.64
C 1.92889 -2.52011 -4.77806 0.1 -0.1 0.0 -0.86
C 1.16854 -2.06299 -3.69149 0.0 0.2 -0.4 0.18
O 1.67268 -1.32193 -2.73442 0.3 -0.3 -0.3 -0.25
H 3.61573 2.06753 0.08269 0.0 -0.1 -0.1 0.53
H 6.01408 1.87284 0.61083 0.0 0.0 0.0 0.43
H 7.09790 -0.37058 0.70475 0.0 0.0 0.0 0.35
H 5.73297 -2.38804 0.28792 0.0 0.0 0.0 0.37
H 3.79226 -3.46689 -0.35360 0.1 0.0 0.0 0.21
H 1.85814 -4.76865 -0.58057 0.1 0.0 0.1 0.66
H 1.87721 -4.05755 -2.18841 0.1 0.2 -0.1 0.38
H -0.41726 -4.42884 -0.31026 0.0 -0.1 -0.1 0.05
H -0.37277 -4.50984 -2.08739 -0.1 -0.1 0.0 0.45
H -1.75267 -1.26668 -2.43664 -0.3 -0.3 -0.1 0.40
H -1.88872 -3.14198 -4.71964 0.0 0.0 0.0 0.44
H -0.53774 -3.89757 -6.67178 0.0 0.0 0.0 0.36
H 1.91275 -3.52637 -6.67473 0.0 0.0 0.0 0.36
H 2.99612 -2.31635 -4.78761 -0.1 0.0 0.0 0.40
Cl 0.56119 0.90624 -4.35932 0.1 0.0 -0.1 -0.14
C -0.39266 2.34762 -4.29401 -0.2 0.2 0.4 0.51
C -0.76518 2.93691 -5.49907 0.1 0.0 0.0 -0.62
C -1.53949 4.08149 -5.49339 0.0 0.0 -0.1 -0.50
C -1.93036 4.63363 -4.28118 0.0 0.0 0.1 -0.87
C -1.54479 4.03579 -3.09204 0.1 -0.1 0.0 -0.32
C -0.77276 2.86597 -3.04925 0.1 -0.4 -0.1 -0.19
P -0.15560 2.09154 -1.34792 -0.5 1.1 -1.4 1.33
C 1.07015 3.47784 -1.35902 -0.1 0.0 0.4 1.38
C 2.28764 3.19398 -1.97301 0.1 -0.1 0.0 -0.52
C 3.28832 4.15651 -2.04986 -0.1 0.0 0.0 -0.54
C 3.08448 5.41492 -1.50100 0.0 0.0 0.0 -0.69
C 1.86653 5.71033 -0.89973 0.0 0.0 -0.1 -0.69
C 0.86346 4.75419 -0.83877 0.1 -0.1 0.0 -0.27
C -1.75650 2.56344 -0.53325 0.1 -0.1 0.1 0.89
C -2.89228 2.01112 -1.13968 0.0 0.0 0.1 -0.19
C -4.15775 2.19893 -0.61054 0.1 0.0 0.1 -0.80
C -4.31939 2.93120 0.56454 0.0 0.0 -0.1 -0.71
C -3.20223 3.46433 1.18695 0.1 0.0 0.0 -0.70
C -1.92810 3.28337 0.64369 0.0 0.1 0.0 -0.14
H -0.43769 2.49028 -6.43030 0.0 0.0 0.1 0.48
H -1.83028 4.54262 -6.43099 0.0 0.0 0.0 0.34
H -2.53422 5.53415 -4.26304 0.0 0.0 0.0 0.39
H -1.86079 4.48734 -2.15927 0.0 0.0 0.0 0.26
H 2.46382 2.19992 -2.37080 0.0 0.0 0.0 0.11
H 4.23459 3.91334 -2.51884 0.0 0.0 0.0 0.46
H 3.87074 6.16125 -1.53586 0.0 0.0 0.0 0.32
H 1.70126 6.68751 -0.45969 0.0 0.0 0.0 0.41
H -0.07853 5.00046 -0.36980 0.0 0.0 0.1 0.17
H -2.77269 1.41898 -2.04004 0.0 0.0 0.0 0.18
H -5.02092 1.77214 -1.10770 0.0 0.0 0.0 0.40
H -5.30725 3.07837 0.98794 0.0 0.0 0.0 0.31
H -3.31367 4.02418 2.11010 0.0 0.0 0.0 0.44
H -1.06790 3.70772 1.14871 0.0 -0.1 0.0 -0.27
Br 1.69686 2.33380 7.23213 0.0 0.0 0.0 -0.28
C 1.78251 1.56869 5.48020 0.0 0.0 -0.1 0.01
C 2.16584 0.24335 5.35511 0.0 0.0 -0.1 -0.39
C 2.25520 -0.29567 4.07679 0.0 0.0 0.0 -1.09
C 1.92971 0.46788 2.96193 0.0 -0.1 0.0 0.68
C 1.51409 1.78361 3.11331 0.0 0.1 0.1 -0.03
C 1.46001 2.34957 4.38525 0.1 -0.1 0.1 -1.27
C 1.01346 2.60816 1.92715 -0.1 -0.2 -0.2 -0.29
O 0.98662 3.84356 2.07223 -0.1 -0.1 -0.1 -0.80
O 0.61029 1.91398 0.94754 0.3 0.4 0.6 -0.22
H 2.38160 -0.35267 6.23207 0.0 0.0 0.0 0.41
H 2.55121 -1.33205 3.94931 0.0 0.1 0.0 0.44
H 1.95255 0.03160 1.97269 -0.1 0.1 0.1 0.38
H 1.15578 3.38178 4.48627 0.0 0.0 0.0 0.61
C -2.66423 -6.11437 1.68514 0.0 0.0 0.0 -1.72
C -2.79838 -4.92448 2.59467 0.0 0.0 -0.1 1.04
C -1.67861 -4.31416 3.13703 0.1 0.1 0.1 -0.42
C -1.79604 -3.16345 3.90625 0.1 -0.1 0.1 -0.01
C -3.04939 -2.62653 4.13066 0.0 -0.1 -0.1 -0.49
C -4.18928 -3.24044 3.62979 -0.1 -0.1 0.1 -0.36
C -4.05611 -4.38962 2.87068 -0.1 0.1 0.1 -0.65
S -3.18514 -1.05193 4.88900 -0.3 0.3 0.3 1.36
O -1.92658 -0.70720 5.49379 0.1 -0.1 -0.1 -0.61
O -4.34664 -1.00991 5.74054 -0.1 -0.1 -0.1 -0.81
N -3.53439 -0.11089 3.56819 0.4 -0.1 -0.1 -0.41
C -2.81889 -0.40790 2.29374 0.0 0.0 0.1 -1.06
C -1.30960 -0.21690 2.33341 -0.2 0.1 0.3 1.15
C -0.66398 -0.64563 1.04717 0.0 -0.3 0.2 0.84
O -1.13733 -0.26058 -0.05000 0.2 0.2 0.1 -0.98
O 0.34948 -1.40504 1.07751 -0.2 0.4 0.4 -0.43
H -1.62770 -6.44281 1.62113 0.0 0.0 0.0 0.34
H -2.99649 -5.85818 0.67773 0.0 0.0 0.0 0.31
H -3.27408 -6.95136 2.03158 0.0 0.0 0.0 0.48
H -0.69681 -4.72611 2.93703 0.0 0.1 0.0 0.25
H -0.92834 -2.66701 4.32380 0.0 0.0 -0.1 0.49
H -5.15515 -2.79495 3.83776 0.0 -0.1 -0.1 0.39
H -4.93614 -4.87627 2.46441 0.0 0.1 0.0 0.39
H -3.37564 0.85177 3.86775 -0.1 0.0 -0.1 0.43
H -3.24895 0.23473 1.52647 -0.1 0.0 0.0 0.09
H -3.06256 -1.43873 2.04094 0.0 0.1 -0.2 0.22
H -0.85488 -0.77527 3.14742 0.0 0.0 0.1 0.04
H -1.07989 0.84082 2.49092 0.1 0.0 -0.1 -0.18
```
Positions in Å, forces in eV/Å.